1.
The ion C2H7N4 with charge +1 at a distorted geometry. Source: the OMol25 dataset; level of theory: wB97M-V/def2-TZVPD.

Positions of all 13 atoms, in Å:
C  0.511870  -0.795850  0.578921
C  -1.173955  1.667057  -1.396221
N  -0.002666  0.305437  0.048678
N  -0.408258  0.561025  -1.245272
N  1.840985  -0.634598  0.779090
N  -0.182748  -1.788708  1.178235
H  -0.865250  2.257854  -2.426928
H  -1.130073  2.257021  -0.544670
H  -2.068672  1.295352  -1.897633
H  2.228598  0.262006  0.456970
H  2.198422  -1.066942  1.630993
H  -1.174264  -1.650648  1.338085
H  0.226011  -2.669006  1.499751

Atoms 1-3, force components in eV/Å:
C 1.9 -0.5 2.1
C -0.9 1.9 -6.8
N -2.2 1.3 -5.3

Results
Orbital gap (alpha / beta), Ha: 0.3278 / 0.2891
⟨S²⟩: 2.0092
Strongest force on any atom, eV/Å: 7.2
Charge: +1
Energy, Ha: -299.01883
Multiplicity: 3
HOMO level (alpha / beta), eV: -12.92 / -15.11
LUMO (alpha / beta), eV: -4.00 / -7.24

These are the Löwdin partial charges, in e, on atoms 1 to 8:
1. C -0.42
2. C -0.12
3. N 0.10
4. N 0.10
5. N 0.21
6. N 0.23
7. H 0.16
8. H 0.08

2.
The ion C2H7N4O with charge +1 at a distorted geometry. Source: the OMol25 dataset; level of theory: wB97M-V/def2-TZVPD.

Positions of all 14 atoms, in Å:
C  -0.847330  0.602628  0.071643
C  0.550271  -1.710371  0.102713
N  -1.118490  1.111589  1.146085
N  1.386566  1.685987  0.028702
N  -1.636467  0.461114  -0.966516
N  0.443356  -0.256443  -0.153368
O  1.547738  0.419985  -0.043715
H  1.307364  -1.913610  0.811444
H  -0.368227  -2.121761  0.473182
H  1.034385  -2.081830  -0.689105
H  -0.529801  1.279439  2.045510
H  2.262717  2.158675  -0.214254
H  -2.647473  0.550878  -0.867023
H  -1.384607  -0.186279  -1.745294

Atoms 1-3, force components in eV/Å:
C 0.9 -1.7 1.1
C -0.4 2.3 2.3
N 0.8 1.4 3.6

Results
Orbital gap (alpha / beta), Ha: 0.2774 / 0.3080
Strongest force on any atom, eV/Å: 4.3
Charge: +1
Energy, Ha: -374.17803
HOMO level (alpha / beta), eV: -14.31 / -14.36
LUMO (alpha / beta), eV: -6.76 / -5.98

These are the Löwdin partial charges, in e, on atoms 1 to 8:
1. C -0.53
2. C 0.07
3. N 0.20
4. N 0.21
5. N 0.18
6. N -0.01
7. O 0.02
8. H 0.10

3.
A cluster of 2 separate species, C2H7N4O in total at a distorted geometry. Source: the OMol25 dataset; level of theory: wB97M-V/def2-TZVPD.

Positions of all 14 atoms, in Å:
C  -2.642555  -0.355718  -0.030699
C  -2.417600  1.183786  -0.073402
N  -3.756408  -0.902069  0.073152
N  -1.263178  -0.852776  0.002877
N  2.561329  -0.287942  0.172782
N  -0.429298  0.038113  0.052816
O  -1.010227  1.330332  0.077908
H  -2.857264  1.521337  -0.937326
H  -3.026701  1.735050  0.809236
H  -3.702235  -1.896030  0.120329
H  2.396191  -1.252827  0.328673
H  3.012887  0.375008  0.778382
H  1.601780  -0.062216  -0.256336
H  3.166994  -0.079766  -0.631258

Atoms 1-3, force components in eV/Å:
C 0.6 2.7 0.8
C -1.2 -1.0 4.3
N 0.7 0.4 -0.3

Results
Orbital gap, Ha: 0.3649
Strongest force on any atom, eV/Å: 4.6
Charge: +1
Energy, Ha: -374.30360
HOMO level, eV: -13.99
LUMO, eV: -4.06

These are the Löwdin partial charges, in e, on atoms 1 to 8:
1. C -0.34
2. C -0.10
3. N 0.21
4. N 0.09
5. N 0.31
6. N 0.00
7. O -0.09
8. H 0.09

4.
The ion C2H7N4O with charge +1 at a distorted geometry. Source: the OMol25 dataset; level of theory: wB97M-V/def2-TZVPD.

Positions of all 14 atoms, in Å:
H  -2.199885  -0.866719  1.184236
N  -1.994434  -0.043017  0.719476
C  -1.095579  0.484569  0.136629
N  -1.082797  1.496957  -0.719487
N  0.572713  -0.122639  0.044546
C  0.831194  -1.452160  -0.484315
N  1.627008  0.313754  1.264627
O  1.632877  0.793609  -0.060324
H  -1.891469  1.925004  -0.975663
H  -0.238996  1.766413  -1.174414
H  1.033192  -1.419849  -1.538904
H  1.837328  -1.748254  -0.052308
H  -0.070845  -1.960246  -0.264232
H  1.039695  0.832574  1.920129

Atoms 1-3, force components in eV/Å:
H -0.1 -1.6 1.1
N -0.1 0.7 -0.1
C 0.4 0.4 -1.3

Results
Orbital gap (alpha / beta), Ha: 0.3739 / 0.3740
SMILES: [H]/N=C(/N)[N@+]1(C)NO1
Strongest force on any atom, eV/Å: 4.0
Charge: +1
Energy, Ha: -374.17633
HOMO level (alpha / beta), eV: -15.17 / -15.17
LUMO (alpha / beta), eV: -4.99 / -4.99

These are the Löwdin partial charges, in e, on atoms 1 to 8:
1. H 0.09
2. N 0.27
3. C -0.35
4. N 0.22
5. N -0.11
6. C 0.03
7. N 0.22
8. O -0.04

5.
The ion C2H7N4O with charge +1 at a distorted geometry. Source: the OMol25 dataset; level of theory: wB97M-V/def2-TZVPD.

Positions of all 14 atoms, in Å:
H  -2.487436  1.517242  0.858067
N  -1.921766  1.269913  -0.071174
N  -0.698842  1.078439  -0.016956
C  -0.078629  0.051934  -0.810036
C  -1.035241  -1.080144  -0.158620
O  -2.058533  -0.868485  0.369944
N  1.217533  -0.205992  -0.544832
N  1.663077  -0.167849  0.790015
H  -0.241574  1.318328  0.899052
H  -0.354095  0.125580  -1.933471
H  -0.482113  -2.116235  -0.155101
H  2.024681  -0.287598  -1.144396
H  2.447808  0.473992  0.955478
H  2.005131  -1.109121  0.962031

Atoms 1-3, force components in eV/Å:
H 2.2 0.1 -2.0
N -1.9 -0.3 0.4
N 0.0 3.3 2.6

Results
Orbital gap (alpha / beta), Ha: 0.3283 / 0.3283
SMILES: [H]/N=[NH+]/[C@H](C=O)NN
Strongest force on any atom, eV/Å: 4.2
Charge: +1
Energy, Ha: -374.25555
HOMO level (alpha / beta), eV: -14.32 / -14.32
LUMO (alpha / beta), eV: -5.39 / -5.39

These are the Löwdin partial charges, in e, on atoms 1 to 8:
1. H 0.20
2. N 0.19
3. N -0.02
4. C -0.28
5. C -0.14
6. O 0.13
7. N -0.10
8. N 0.04

6.
A cluster of 2 separate species, C2H7N4O2S in total at a distorted geometry. Source: the OMol25 dataset; level of theory: wB97M-V/def2-TZVPD.

Positions of all 16 atoms, in Å:
C  -0.605173  -0.628062  0.811805
C  2.616378  1.516942  0.183240
N  -0.010683  -1.281712  1.795188
N  3.428902  2.314187  0.564564
N  -0.473182  -1.148135  -0.434905
N  -1.019516  -0.379658  -1.561269
O  -1.413949  0.303430  0.898699
O  1.680292  0.850739  -0.037382
S  -2.276159  0.635495  -1.018337
H  0.232758  -2.349262  1.741362
H  -0.124472  -1.053195  2.702708
H  4.339733  2.417066  0.312491
H  -2.801721  0.763813  -2.445247
H  0.054630  -2.008841  -0.634832
H  -0.225700  0.148909  -2.124216
H  -3.402139  -0.101715  -0.753869

Atoms 1-3, force components in eV/Å:
C -0.9 -1.1 -1.2
C -0.2 0.5 0.6
N 1.7 -4.4 -2.1

Results
Orbital gap, Ha: 0.3828
Strongest force on any atom, eV/Å: 5.1
Charge: +1
Energy, Ha: -847.75283
HOMO level, eV: -13.94
LUMO, eV: -3.53

These are the Löwdin partial charges, in e, on atoms 1 to 8:
1. C -0.64
2. C -0.36
3. N 0.22
4. N 0.24
5. N 0.01
6. N -0.29
7. O -0.10
8. O 0.12

7.
A cluster of 2 separate species, C2H7N4S in total at a distorted geometry. Source: the OMol25 dataset; level of theory: wB97M-V/def2-TZVPD.

Positions of all 14 atoms, in Å:
C  3.791117  0.424255  1.478537
C  -1.503065  -0.420818  -0.309669
N  3.172896  -0.181100  0.594266
N  2.559774  -0.901444  -0.055050
N  -2.564495  0.314213  -0.203684
N  -3.635801  0.180977  -1.039508
S  -0.100848  -0.333955  0.586712
H  3.322225  0.503654  2.460711
H  4.876944  0.621341  1.302168
H  -1.574790  -1.007257  -1.110973
H  -2.858646  1.040569  0.506645
H  2.005519  -0.775221  -0.963695
H  -4.094062  1.112952  -1.472469
H  -3.396769  -0.578166  -1.773990

Atoms 1-3, force components in eV/Å:
C 1.7 0.1 0.9
C 0.8 2.8 2.9
N -0.1 1.1 0.1

Results
Orbital gap, Ha: 0.2386
Strongest force on any atom, eV/Å: 4.3
Charge: +1
Energy, Ha: -697.17278
HOMO level, eV: -11.71
LUMO, eV: -5.21

These are the Löwdin partial charges, in e, on atoms 1 to 8:
1. C 0.14
2. C -0.67
3. N -0.06
4. N 0.20
5. N -0.14
6. N -0.01
7. S 0.59
8. H 0.13

8.
A structure of composition C2H7N5 at a distorted geometry. Source: the OMol25 dataset; level of theory: wB97M-V/def2-TZVPD.

Positions of all 14 atoms, in Å:
N  0.831213  0.523756  -0.027639
C  -0.176189  -0.678005  -1.126391
C  -0.725816  0.245029  0.153279
N  1.739869  -0.028331  0.896863
N  -0.971568  -0.526012  1.318057
N  -0.043014  -0.855958  -2.311150
N  -1.560255  1.217657  -0.114843
H  1.008750  1.509454  -0.208719
H  2.114121  -0.893450  0.518512
H  1.219256  -0.248969  1.747363
H  -1.794018  -0.149391  1.774286
H  -1.093451  -1.510809  1.122213
H  0.659634  -0.472556  -2.928426
H  -1.208533  1.867583  -0.813407

Atoms 1-3, force components in eV/Å:
N -0.5 0.1 -0.2
C -0.4 -0.5 -0.8
C 0.8 0.9 0.7

Results
Orbital gap (alpha / beta), Ha: 0.3218 / 0.3218
Strongest force on any atom, eV/Å: 1.4
Charge: 0
Energy, Ha: -354.02109
HOMO level (alpha / beta), eV: -8.34 / -8.34
LUMO (alpha / beta), eV: 0.41 / 0.41

These are the Löwdin partial charges, in e, on atoms 1 to 8:
1. N -0.10
2. C -0.02
3. C -0.71
4. N 0.01
5. N 0.07
6. N 0.15
7. N 0.07
8. H 0.12